{
  "formula": "C43H36N3O4SV",
  "method": "ωB97M-V/def2-TZVPD",
  "species": ["V", "S", "O", "O", "O", "O", "N", "N", "N", "C", "C", "C", "C", "C", "C", "C", "C", "C", "C", "C", "C", "C", "C", "C", "C", "C", "C", "C", "C", "C", "C", "C", "C", "C", "C", "C", "C", "C", "C", "C", "C", "C", "C", "C", "C", "C", "C", "C", "C", "C", "C", "C", "H", "H", "H", "H", "H", "H", "H", "H", "H", "H", "H", "H", "H", "H", "H", "H", "H", "H", "H", "H", "H", "H", "H", "H", "H", "H", "H", "H", "H", "H", "H", "H", "H", "H", "H", "H"],
  "coordinates": [[0.18974, 1.10621, 1.42889], [1.31946, 3.18262, -0.50838], [0.22313, 0.21831, 0.21953], [4.33352, -3.05974, -3.43787], [-2.75769, -4.97526, -0.21689], [0.78671, 2.81546, 1.01929], [-1.76340, 1.36784, 1.63003], [-0.24428, 0.55929, 3.40160], [1.92327, 0.47176, 2.29978], [3.07607, 0.41192, 1.58308], [-1.90127, 0.07734, 5.08283], [-0.15797, -8.49073, -0.08214], [-2.69543, -8.38926, -1.27933], [-3.83396, 1.82596, 0.51675], [0.68587, 0.07408, 4.24243], [-2.04234, -9.59799, -1.13283], [2.28842, 6.72765, 2.49709], [3.18512, -0.20612, 4.25208], [0.19334, 4.49963, -1.14465], [-3.81007, 1.26710, 2.86689], [3.72068, 7.49200, 0.73683], [-0.09875, 3.94882, -4.83926], [-2.44601, 1.59922, 0.46508], [1.51662, 5.69298, -4.48029], [-4.50431, 1.65695, 1.73348], [0.38310, 4.67285, -2.60227], [2.79866, 4.02283, -0.04389], [-0.32644, 3.88328, -3.49974], [-0.88167, -7.27755, -0.12426], [5.32707, -3.46350, -3.79569], [0.41686, -0.29827, 5.55308], [-2.72926, -5.53936, -2.49876], [-2.11239, -7.21499, -0.75128], [-2.61053, -5.90567, -1.10488], [-0.73444, -9.61759, -0.60513], [-0.89101, -0.25170, 6.00097], [2.00738, 0.13562, 3.63192], [0.88433, 4.81755, -5.32534], [-2.46349, -6.10505, -4.79597], [2.11398, 5.53240, 1.83668], [1.25796, 5.63978, -3.10360], [3.53300, 6.30150, 0.09412], [3.12677, 7.69264, 1.98649], [-1.54547, 0.56967, 3.79916], [-3.55916, -4.02695, -4.07936], [-2.22887, -6.36828, -3.46513], [-2.45622, 1.07472, 2.77105], [2.70862, 5.33508, 0.64943], [-3.27531, -4.31015, -2.78991], [4.33654, -0.31033, 3.51103], [4.31379, 0.04605, 2.14204], [-3.19740, -4.94267, -5.10809], [-4.37116, 1.12467, 3.80295], [3.18854, -0.44462, 5.30845], [-5.56667, 1.80090, 1.79563], [1.50211, 4.75614, 2.30934], [0.99484, 4.80292, -6.39855], [1.71667, 6.90615, 3.40790], [5.30225, 0.04043, 1.60848], [-2.57463, -5.31144, 0.66533], [3.44840, 3.30935, 0.49943], [-2.95537, 0.11068, 5.36466], [0.46434, 5.36622, -0.56202], [1.17655, -0.61861, 6.24608], [1.74436, 6.32098, -2.41348], [-0.72262, 3.33106, -5.46208], [-1.89702, 1.76341, -0.44121], [3.01021, 0.67855, 0.52805], [2.23990, 6.37365, -4.89035], [0.81036, -8.52376, 0.42408], [-3.42741, -4.71485, -6.12163], [-4.17195, -3.18867, -4.38987], [3.39418, 8.59830, 2.53342], [-2.48757, -10.51098, -1.50541], [-0.42169, -6.37690, 0.32770], [-0.77922, 4.16699, -0.89192], [-4.43075, 2.12897, -0.32391], [4.07525, 6.04534, -0.78527], [-3.66075, -3.73671, -1.97821], [-0.23207, -10.59129, -0.48320], [-1.07735, 3.18889, -3.11309], [-1.62083, -7.16477, -3.17094], [-2.17401, -6.80101, -5.53649], [5.27163, -0.60058, 4.01279], [-3.66808, -8.40289, -1.76317], [-1.14620, -0.54533, 7.00476], [4.41237, 8.17759, 0.28638], [3.25053, 4.17319, -1.03127]],
  "forces_ev_per_a": [[1.4, 3.0, 2.5], [-0.3, -0.4, 0.3], [-0.1, -1.4, -1.5], [0.4, -0.1, -0.1], [0.0, 0.4, 0.0], [-0.9, -1.7, -0.6], [-1.4, -0.9, -1.4], [-1.4, -0.7, 0.3], [1.7, -0.6, 0.6], [0.7, 0.1, 0.0], [0.1, 1.3, -0.9], [-0.3, 1.3, 0.5], [0.0, -0.4, 0.1], [0.6, -0.5, 0.6], [0.3, 0.8, 0.4], [0.7, 0.4, -0.2], [-0.6, 0.6, 0.8], [-0.5, -0.3, 0.3], [0.9, 0.5, 0.3], [-0.6, -0.2, 0.6], [0.3, 0.0, 0.5], [0.1, 0.2, -0.1], [-1.5, 1.1, 1.5], [0.3, 0.0, 0.6], [0.6, 0.1, -0.5], [0.5, 0.4, -0.5], [0.7, -0.1, -0.4], [-0.4, -0.7, 1.0], [1.4, -0.1, 0.9], [-0.4, 0.1, 0.1], [-0.2, 0.1, -0.2], [0.2, 0.1, 2.6], [-0.5, -0.6, -0.4], [0.9, -0.2, -1.2], [-0.6, -1.4, 0.3], [-0.8, -0.3, -1.1], [-0.4, -0.1, -1.0], [-1.3, -0.7, -0.6], [-1.1, 1.4, 0.4], [-1.5, -0.4, 1.7], [0.3, -0.3, -0.1], [-0.4, -0.1, 0.2], [0.6, 0.8, -0.5], [0.4, -0.8, 1.7], [-0.3, -0.2, -2.2], [-0.1, -0.1, -1.2], [0.9, 0.4, -0.2], [1.2, -0.7, -1.6], [-1.2, 0.1, 0.1], [1.0, 0.6, -0.9], [0.2, -0.2, 0.6], [0.8, -0.3, 1.4], [0.5, -0.1, -0.5], [0.0, 0.0, -0.1], [-0.3, 0.2, -0.1], [0.2, 0.3, -0.2], [0.5, 0.3, -0.1], [0.4, 0.0, -0.1], [-1.5, 0.0, 0.1], [-0.1, -0.3, 0.5], [-0.5, 0.0, -0.3], [0.4, -0.2, 0.1], [-0.1, 0.4, 0.2], [0.3, 0.0, -0.1], [0.1, 0.0, -0.1], [0.2, 0.0, -0.5], [0.3, -0.1, -0.2], [0.0, -0.1, 0.2], [0.1, 0.3, 0.1], [-0.3, 0.0, -0.3], [-0.3, 0.1, -0.6], [0.3, 0.2, 0.3], [-0.4, -0.2, -0.1], [0.0, 0.0, 0.1], [-0.3, -0.5, -0.5], [-1.1, -0.4, 0.4], [0.3, -0.1, -0.5], [0.3, 0.2, -0.7], [-0.1, 0.6, 0.3], [-0.2, 0.6, -0.3], [0.1, 0.1, -0.1], [0.6, -1.3, 0.2], [0.4, -0.4, -0.7], [-0.4, 0.1, -0.4], [0.1, 0.4, 0.1], [0.0, 0.0, 0.2], [0.1, 0.5, 0.2], [0.2, -0.1, 0.0]],
  "lumo_energy_ev": -12.679,
  "e_tot_ev": -94321.728,
  "gap_ev": 4.60,
  "spin_multiplicity": 1,
  "total_charge": 4,
  "largest_force_ev_per_a": 4.2,
  "homo_ev": -17.28
}